Formula: C28H55Cl3O15
Source: OMol25
Level of theory: the ωB97M-V functional and the def2-TZVPD basis

```
101
Properties=species:S:1:pos:R:3:forces:R:3:lowdin_charge:R:1
O 2.03283 2.57218 0.26307 -0.057 0.530 0.296 0.011
H -4.27183 3.27782 2.26645 -0.058 -0.009 0.048 0.106
O -2.60241 2.00372 4.56546 -1.705 -2.106 -2.355 0.110
H 3.18234 -5.31743 7.75243 -0.540 -0.198 -0.518 0.097
C -3.34945 2.76450 1.99477 -0.272 2.641 -1.308 -0.085
H 0.87761 0.14423 -3.48575 0.311 0.701 0.032 0.073
H 0.09655 -1.37704 4.51206 0.329 0.264 -0.738 0.083
C 2.99903 -2.00997 3.33259 1.339 1.434 -0.549 -0.128
H -2.69330 -0.87792 1.90548 -0.268 -0.221 -0.296 0.061
H -6.54271 0.50085 -2.61772 0.311 -0.049 -0.223 0.089
H -0.40032 -0.93242 6.01121 0.286 0.770 0.491 0.093
O -2.20185 0.45334 -3.39141 0.319 -0.852 -0.385 0.030
C -6.58568 -0.43487 -2.06033 -1.742 0.608 0.564 -0.027
H 3.46390 4.86241 1.74093 0.339 -0.177 0.712 0.081
H 4.68579 -1.63026 -0.49284 0.256 0.089 0.256 0.073
O -2.73808 -0.12802 3.76417 -0.126 0.088 2.206 -0.019
O 4.74598 -3.27308 5.12304 -0.068 1.251 0.329 0.127
H 5.53561 -0.22766 -1.18316 0.249 -0.168 -0.011 0.092
H 2.33598 4.02191 2.95154 0.240 0.450 0.017 0.078
H 0.74507 0.46570 -1.18503 0.461 -0.035 0.524 -0.013
H -7.36617 -0.24337 -1.32395 0.076 0.203 0.336 0.082
H -2.52124 3.42605 2.24882 0.244 -0.407 0.768 0.104
H -4.58430 -2.71243 -1.49305 -0.235 -0.159 -0.059 0.090
C 3.55156 -3.41163 5.20484 1.275 -1.012 -3.259 -0.582
H 4.62999 -4.69099 7.08177 0.209 -0.130 -0.199 0.091
C 1.99454 5.82520 -3.29749 -0.414 -0.738 0.430 -0.024
O -4.96752 -0.12089 -0.34223 -0.218 0.215 0.143 0.068
H -0.45928 -5.45812 -2.49137 -0.172 0.294 0.375 0.097
H 1.01682 2.56788 -4.19953 0.014 -0.039 0.060 0.053
H 2.11461 -1.56046 2.88112 -0.021 -0.297 0.430 0.024
H 2.39539 0.97313 3.89785 0.014 -0.485 -0.138 0.067
H 2.12398 5.54615 -2.25180 0.277 0.051 0.107 0.067
Cl -0.56346 0.82206 0.73991 0.555 -0.694 -0.336 0.631
H -3.02075 -2.11091 3.10466 0.269 0.370 0.742 0.096
C 0.40440 -0.70410 5.31236 -0.004 -1.610 -0.096 -0.022
C 2.58072 4.24736 1.91357 -0.082 -0.449 -1.388 -0.013
C 3.99389 2.01210 1.51069 -0.853 1.625 -0.296 0.003
O 0.45153 4.90434 -4.89155 2.137 -1.260 2.503 0.014
C 3.69924 -5.18450 6.80203 1.314 0.924 0.156 -0.015
H 3.65147 -2.35178 2.52910 -0.100 -0.646 -0.099 0.088
C 3.39635 -0.40676 -2.60361 0.004 0.972 1.981 -0.582
C -5.30566 -0.70235 -1.34203 0.762 -0.984 -0.953 -0.495
H -1.27058 -3.82545 -2.64879 -0.045 -0.172 0.459 0.058
H -3.37844 -1.48692 -1.73063 0.000 0.013 -0.240 0.024
H 2.69194 2.94359 -3.85928 0.115 0.256 0.236 0.087
H 3.78642 1.40056 2.38879 -0.034 -0.137 -0.257 0.052
H -4.54253 -1.85361 -3.05789 -0.028 0.049 0.097 0.081
H -2.95488 -6.26229 -4.93481 -0.076 -0.463 0.280 0.083
H 3.61056 -1.23929 3.80183 -0.182 0.296 0.184 0.095
C 1.66110 -0.09593 -4.20448 -0.487 -0.559 -0.767 -0.045
C 1.28924 4.64506 -3.99132 -1.243 1.266 -1.886 -0.407
C -2.29924 2.58956 -4.45869 0.460 -0.264 0.926 -0.009
O 3.24207 0.57642 -1.85243 -0.012 -2.043 -2.602 0.041
C 0.50369 0.72324 4.90844 -1.911 1.080 0.139 -0.452
C 0.39970 -0.19897 -0.39317 0.028 0.481 -0.001 -1.399
H 4.81603 2.68201 1.76251 0.228 -0.156 0.040 0.073
H 0.99285 0.57771 2.80805 0.333 -0.154 0.126 0.014
H -4.29720 -0.99374 2.63959 0.003 0.245 0.145 0.096
H -3.41754 -4.66124 -4.67258 -0.177 0.283 0.205 0.077
Cl -0.67377 -1.32599 -1.20830 0.176 -0.356 0.263 0.608
Cl 1.82556 -1.02278 0.37542 -1.273 0.574 -0.425 0.627
O 4.32857 -1.33426 -2.45705 1.068 -0.344 -0.023 -0.009
H 1.34746 -1.13012 5.65477 0.081 0.123 0.163 0.076
H -3.59443 2.87197 -1.88086 -0.104 -0.184 -0.233 0.089
C -1.23649 -4.86533 -2.97371 1.280 0.309 -1.696 -0.032
C -2.70291 2.24699 -1.93274 0.740 -0.163 0.175 -0.030
C 2.76686 2.93263 1.15709 0.723 -1.111 -0.039 -0.462
H 3.93533 -6.10313 6.26492 -0.259 -0.020 0.197 0.104
H 4.21443 1.45719 0.59880 -0.037 -0.269 0.297 0.060
C -2.94502 1.20597 3.68603 2.203 0.809 1.745 -0.549
H -1.61594 3.38002 -4.14823 0.269 0.086 -0.324 0.065
H -2.69201 1.47428 -1.16403 -0.445 -0.102 -0.170 0.039
O 2.68557 -0.87254 -3.63236 0.123 0.319 0.455 0.001
C 1.33570 1.12015 3.68914 0.032 0.319 0.731 -0.029
C 5.24665 -1.26484 -1.35307 -1.015 0.218 0.240 -0.017
H 1.41578 6.74870 -3.31474 -0.169 -0.234 -0.333 0.078
O -3.32309 1.48678 2.45665 -0.255 -1.488 -0.197 -0.032
H 1.80940 4.80871 1.38625 -0.445 -0.216 0.409 0.080
C -3.22791 -1.07541 2.83462 -0.001 0.392 -1.630 -0.051
O -0.22957 1.52268 5.47320 1.521 -0.282 -0.436 0.061
O -2.93191 -5.90628 -1.81407 -0.291 -0.094 -0.947 0.053
H -1.86786 2.89173 -1.65869 0.143 0.306 -0.095 0.078
C -2.54244 -5.52444 -2.90645 -1.254 -0.381 1.252 -0.504
O 2.64509 -2.97663 4.25270 -0.351 -1.186 2.237 -0.022
H -3.27945 2.72123 0.90789 -0.376 -0.268 -0.063 0.075
H 1.16702 -0.76423 -4.90971 0.084 -0.101 -0.023 0.102
H 1.48100 2.95000 -2.54111 0.239 0.289 0.120 0.073
H 2.97499 6.03772 -3.72369 0.033 -0.250 -0.095 0.083
C -2.37823 1.63619 -3.29508 -0.917 1.022 0.748 -0.502
H 1.24429 2.18763 3.48856 -0.405 -0.051 0.158 0.068
O 2.97791 -4.30972 5.93668 -2.500 -0.556 1.241 0.014
H 6.07483 -1.94603 -1.54851 -0.121 0.298 -0.240 0.098
H -3.25706 3.10155 -4.55115 -0.100 -0.262 -0.511 0.092
H -4.40154 -5.91951 -3.84818 0.099 -0.174 -0.393 0.082
H -1.91066 2.02813 -5.30834 -0.392 0.446 -0.244 0.091
H -7.05100 -1.20493 -2.67562 0.807 -0.221 -0.239 0.081
C -3.40154 -5.62791 -4.16920 0.317 0.367 0.628 -0.017
C 1.66641 3.19341 -3.58728 -1.027 0.792 -0.985 -0.019
H -0.96380 -4.79883 -4.02695 0.307 0.072 -0.162 0.077
C -4.40496 -1.75447 -1.98116 0.301 0.330 0.575 -0.020
H 2.12482 0.67938 -4.81436 -0.431 0.464 0.487 0.097
```
Forces are in eV/Å.

For the HOMO energy, the calculation gives -9.0 eV. The structure (SMILES) is COC(=O)OC.COC(=O)OC.COC(=O)OC.ClC(Cl)Cl.CC(C)=O.CC(C)=O.CC(C)=O.CC(C)=O.CC(C)=O.CC(C)=O. The multiplicity is 1. The value obtained for the maximum force is 3.6 eV/Å. The calculation puts the gap between HOMO and LUMO at 0.34714 Ha. The total energy is -98204.82740 eV. As for the energy above the lowest of the compared OMol25 structures with the same formula, charge and spin: 42.3 kcal per mole.

***

Formula: C3H3O2Tl
Source: OMol25
Level of theory: the ωB97M-V functional and the def2-TZVPD basis

```
9
Properties=species:S:1:pos:R:3:forces:R:3:mulliken_spin:R:1
C 0.28928 -0.63131 -0.56702 -0.749 -1.188 0.141 0.295
C 1.35971 0.15730 -0.91945 0.785 -0.106 -0.904 0.329
O -1.71654 -0.08218 0.72715 -0.809 -0.687 -0.231 -0.038
O 0.39497 0.59237 1.16055 -1.046 -0.405 0.863 0.242
Tl -3.54605 0.79570 2.18546 0.201 -0.047 -0.072 0.000
H 2.22027 0.31346 -0.26698 -0.624 0.609 0.126 0.042
H 0.07205 -1.63619 -0.93387 -0.156 0.335 -0.754 0.055
C -0.50689 -0.06006 0.54922 2.117 2.020 1.008 0.031
H 1.43321 0.55090 -1.93505 0.282 -0.530 -0.176 0.044
```
Forces are in eV/Å.

For the HOMO energy (spin up / spin down), the calculation gives -13.9 / -14.1 eV. The multiplicity is 2. The value obtained for the maximum force is 3.1 eV/Å. The calculation puts the gap between HOMO and LUMO (spin up / spin down) at 0.30001 / 0.28629 Ha. As for the total charge: +1. The total energy is -11937.59623 eV. As for the energy above the lowest of the compared OMol25 structures with the same formula, charge and spin: 30.2 kcal per mole.

***

Formula: C5H6N2
Source: OMol25
Level of theory: the ωB97M-V functional and the def2-TZVPD basis

```
13
Properties=species:S:1:pos:R:3:forces:R:3:lowdin_charge:R:1
H -0.44212 -2.71308 1.03836 -0.266 0.410 0.358 0.108
H -0.62661 0.77148 0.55372 0.781 0.224 -1.685 0.129
H -1.07528 -0.93909 1.14278 0.232 -0.559 -0.050 0.092
C 1.10931 -1.15361 1.05883 1.415 0.259 2.041 -0.181
C -0.94319 2.88072 -1.91007 0.251 0.433 -0.574 0.106
H 1.89610 -1.79221 1.44138 0.027 -0.166 -0.178 0.101
H 1.27284 -0.10942 1.34253 -0.230 -0.245 -0.232 0.107
C -0.25916 -1.64263 0.94426 -0.933 -0.294 0.219 -0.139
N 0.39798 -0.27991 -1.00881 -0.581 1.792 -0.369 0.057
C -0.49903 1.91740 -1.33843 -0.126 -0.359 0.476 -0.107
H -1.22907 3.73992 -2.52678 0.207 -0.895 0.736 0.046
C -0.18362 0.75464 -0.51410 -0.794 -0.684 0.547 -0.197
N 0.58185 -1.43421 -0.22367 0.018 0.085 -1.289 -0.122
```
Forces are in eV/Å.

For the HOMO energy, the calculation gives -9.2 eV. The structure (SMILES) is C#C/C=N/N1CC1. The multiplicity is 1. The value obtained for the maximum force is 2.5 eV/Å. The calculation puts the gap between HOMO and LUMO at 0.35598 Ha. The total energy is -8257.27484 eV. As for the energy above the lowest of the compared OMol25 structures with the same formula, charge and spin: 117.2 kcal per mole.

***

Formula: C32H30IrN13Si
Source: OMol25
Level of theory: the ωB97M-V functional and the def2-TZVPD basis

```
77
Properties=species:S:1:pos:R:3:forces:R:3:mulliken_spin:R:1
C -0.16845 -1.71600 -3.34912 1.457 0.679 0.972 0.096
H 3.96973 1.29018 1.05506 -0.110 0.091 -0.090 0.000
C 3.02417 -0.03890 -3.50389 1.343 -0.306 0.729 0.010
H -0.70619 -2.93936 5.25993 0.112 0.343 -0.475 0.000
H -3.09620 -3.12920 5.76761 0.175 0.535 -0.712 0.000
H -4.71358 -1.67383 4.52112 -0.048 0.092 -0.077 0.000
H -2.27538 5.25193 2.22800 0.757 -0.271 0.285 0.002
H 0.59979 -2.14053 2.40439 -0.449 0.054 0.639 -0.001
Si 1.27142 -1.91238 -2.16349 0.870 0.981 -0.141 0.513
C -0.90360 -2.83468 -3.56624 -1.362 -2.068 -0.555 0.008
H 1.78944 1.41425 3.48969 -0.343 -0.022 0.063 -0.002
C 1.82525 -0.20761 1.62684 -0.435 0.059 -0.389 0.034
N -2.31698 2.18079 -1.30007 0.227 1.259 0.321 0.112
C -2.47689 -1.59383 -4.93362 1.371 -0.553 0.564 0.054
C -2.08971 -2.79886 -4.34064 1.101 0.900 0.215 -0.019
H -2.60287 -3.72465 -4.46278 -0.545 -0.363 -0.296 0.000
H 6.36329 0.53702 -3.58631 0.043 -0.148 0.399 0.002
C -2.78991 0.16819 -1.73662 -0.124 2.324 0.379 -0.055
C -1.39970 -2.32315 4.68409 -0.692 -0.508 0.324 0.005
C -1.42168 3.38246 1.64475 -0.499 0.140 0.271 0.003
N -1.28021 -2.97255 0.75931 -0.488 0.534 -0.738 0.240
C -0.60627 -0.49997 -3.87443 1.113 0.679 0.338 0.005
H 2.11600 0.34392 -3.86421 -0.909 0.439 -0.990 0.008
C 2.04170 2.87056 -1.21522 -0.935 -0.332 -0.911 -0.001
N -0.78959 2.26395 2.02316 -0.274 0.365 -0.507 0.085
N -2.16634 0.96593 -0.83707 -0.119 -1.403 -0.341 0.110
H 6.22080 -1.16763 -1.79036 0.902 -0.392 0.704 0.000
H -2.07869 0.55261 -5.03214 0.668 -1.313 0.125 0.001
H -3.68967 -1.49086 -2.27776 0.488 -0.462 0.079 -0.021
H 4.24146 1.20594 -4.71558 0.310 -0.007 0.167 -0.001
C -2.75234 -2.44050 4.97051 -0.502 0.463 0.113 0.000
C 0.85681 2.17279 -0.96747 0.308 -0.181 -0.228 0.034
N 0.78650 1.19848 -0.05286 0.230 0.269 0.043 0.148
N -3.00785 2.18140 -2.40529 -0.162 -1.187 0.107 0.000
C -3.20044 -0.72629 3.34196 -0.306 -0.467 0.556 -0.025
C -1.04424 -1.46172 3.65818 1.180 -0.330 0.462 -0.001
C 5.42601 0.12203 -3.22972 -0.946 -0.027 -0.904 0.048
H -0.03930 2.32222 -1.56325 0.184 0.222 0.168 0.008
C -1.59173 4.44294 2.53778 -1.067 -0.038 -1.504 0.005
H 2.75656 -0.30526 2.18700 0.099 0.123 0.102 0.001
N -1.58247 -1.78579 0.22628 1.066 -0.318 1.300 0.178
H 0.53186 0.57905 4.44858 0.104 0.441 0.312 0.001
C -3.66195 -1.60713 4.28195 -0.182 -1.073 1.052 -0.003
N -3.34672 0.92287 -2.69556 0.005 -0.292 0.094 0.130
H 2.05875 3.52653 -2.08551 0.049 0.102 0.447 0.001
N -1.97513 -3.94123 0.06320 0.194 1.527 0.382 0.027
N -1.92152 -0.68629 3.04832 1.137 0.562 -1.118 0.128
H 1.15454 -1.49143 3.96808 -0.501 -0.348 0.191 -0.002
C -2.43589 -2.02737 -0.74552 -0.763 -0.739 -1.046 0.046
C 3.18260 2.56061 -0.51059 0.456 0.326 -0.235 0.006
N -2.96355 -1.16177 -1.63655 -0.707 -0.732 0.131 0.331
C 0.39310 -1.37339 3.18011 0.478 -0.386 -0.522 0.056
H 4.11875 3.04482 -0.77350 -0.088 -0.051 0.188 0.002
H -1.85891 3.36312 0.63177 0.254 0.136 0.635 0.009
H 4.04789 -2.27486 -1.15207 0.492 0.949 -0.922 0.001
H -0.04882 0.41868 -3.63313 -0.363 -0.372 -0.186 0.016
C 5.32337 -0.84608 -2.23785 0.426 0.219 -0.441 -0.014
C -0.21252 2.19367 3.20688 1.179 0.174 0.822 0.024
C 4.25962 0.48692 -3.90044 -0.668 0.285 0.243 -0.019
C 1.88437 0.94662 0.64767 1.198 -0.442 0.848 -0.077
C 0.75394 1.03875 3.48677 -0.558 -1.039 -0.660 0.011
H -1.27119 5.07221 4.54004 -0.066 0.595 0.401 0.000
H -0.57743 -3.81935 -3.16329 -0.307 0.816 -0.244 -0.004
Ir -1.18431 0.33250 1.02068 0.370 -0.185 -0.109 2.220
H 0.06492 3.07764 5.15869 -0.024 0.203 -0.575 0.001
C -1.68845 -0.44982 -4.69014 -2.014 1.249 -0.816 -0.017
C -0.32844 3.21922 4.14260 -0.089 -0.547 0.259 0.008
C 2.95352 -1.04586 -2.54370 -1.161 -0.376 -0.028 0.143
C -1.07344 4.33424 3.80037 0.259 -0.410 0.432 -0.003
H 1.71880 -1.11043 1.01270 -0.083 -0.027 0.128 0.080
H -3.83228 -0.04539 2.81440 -0.445 0.289 -0.224 0.008
N -2.69679 -3.36092 -0.83003 -0.304 -0.468 -0.555 0.114
C 3.10915 1.59602 0.46874 -0.592 -0.347 0.064 -0.017
H 1.51861 -3.32555 -1.90322 0.020 -0.438 0.063 0.065
H -3.28285 -1.56028 -5.62796 -0.666 0.115 -0.197 0.002
N 0.65292 -0.11505 2.51462 0.240 1.424 -0.466 0.122
C 4.13479 -1.45529 -1.92469 -0.969 -0.996 1.088 0.019
```
Forces are in eV/Å.

For the HOMO energy (spin up / spin down), the calculation gives -9.1 / -11.4 eV. The multiplicity is 6. The value obtained for the maximum force is 2.5 eV/Å. The calculation puts the gap between HOMO and LUMO (spin up / spin down) at 0.24659 / 0.20690 Ha. As for the total charge: +1. The total energy is -63746.97412 eV. As for the energy above the lowest of the compared OMol25 structures with the same formula, charge and spin: 0.0 kcal per mole.